1.
{"formula": "C24H39IrNS2SeSi2", "method": "wB97M-V/def2-TZVPD", "multiplicity": 5, "orbital_gap_ev": [6.4, 5.2], "charge": 1, "s_squared": 6.06, "e_above_lowest_ev": 0.429, "homo_ev": [-9.02, -10.13], "species": ["Ir", "C", "C", "C", "C", "C", "C", "C", "C", "C", "C", "C", "C", "H", "H", "H", "H", "H", "H", "H", "H", "H", "H", "H", "H", "H", "H", "H", "H", "H", "H", "C", "Si", "C", "C", "C", "C", "C", "C", "N", "C", "S", "H", "H", "H", "H", "H", "H", "H", "H", "H", "H", "H", "H", "C", "Si", "C", "C", "Se", "H", "H", "H", "H", "H", "H", "H", "H", "H", "S", "C"], "positions_angstrom": [[0.0867, -0.0028, -0.2527], [-0.7929, -2.9935, 1.6843], [0.3339, -2.1131, 1.2218], [0.9421, -2.3439, -0.0398], [0.5702, -3.5566, -0.8486], [2.0146, -1.5146, -0.4556], [2.7450, -1.7669, -1.7470], [2.5012, -0.5052, 0.4116], [3.6294, 0.3754, -0.0499], [2.0113, -0.4108, 1.7323], [2.7554, 0.4120, 2.7448], [0.8886, -1.1713, 2.1144], [0.3334, -1.0771, 3.5066], [-0.3829, -3.8736, 2.1798], [-1.4162, -3.3174, 0.8559], [-1.4369, -2.4850, 2.3944], [0.0016, -3.2855, -1.7363], [-0.0159, -4.2583, -0.2681], [1.4683, -4.0820, -1.1647], [2.5831, -2.7740, -2.1135], [3.8143, -1.6270, -1.6135], [2.4067, -1.0783, -2.5235], [4.5880, -0.1244, 0.0933], [3.6478, 1.3136, 0.4961], [3.5222, 0.6078, -1.1073], [2.3097, 1.3995, 2.8703], [3.7932, 0.5363, 2.4531], [2.7551, -0.0880, 3.7097], [0.5494, -1.9980, 4.0488], [-0.7475, -0.9482, 3.4895], [0.7506, -0.2431, 4.0577], [-4.6551, 0.8668, 3.6648], [-3.9096, 2.6053, 3.4968], [-5.1724, 3.7801, 2.6900], [-3.3091, 3.1850, 5.2144], [-2.3564, 2.7290, 2.3584], [-1.7157, 3.9606, 2.2748], [-0.5638, 4.1254, 1.5178], [-0.0346, 3.0102, 0.9006], [-0.6376, 1.8240, 0.9484], [-1.7934, 1.7002, 1.6077], [-2.5957, 0.1293, 1.4373], [-5.4819, 0.8910, 4.3674], [-3.9404, 0.1405, 4.0359], [-5.0464, 0.4976, 2.7241], [-6.0962, 3.8011, 3.2598], [-5.4182, 3.4544, 1.6825], [-4.8054, 4.8001, 2.6250], [-4.1309, 3.1728, 5.9244], [-2.9132, 4.1958, 5.2012], [-2.5330, 2.5358, 5.6115], [-2.1368, 4.7997, 2.8038], [-0.0818, 5.0867, 1.4343], [0.8924, 3.0565, 0.3430], [2.4052, 3.0072, -4.3766], [0.5694, 2.4848, -4.3663], [-0.6406, 3.9295, -4.0869], [0.0510, 1.2360, -5.7074], [0.5109, 1.1345, -2.3450], [2.6484, 3.5837, -5.2637], [3.0546, 2.1356, -4.3512], [2.6336, 3.6166, -3.5052], [-0.6477, 4.5864, -4.9521], [-0.3563, 4.5190, -3.2189], [-1.6534, 3.5676, -3.9304], [0.1074, 1.6775, -6.6979], [-0.9707, 0.9017, -5.5433], [0.6935, 0.3588, -5.6897], [-2.6690, -1.5023, -1.0146], [-2.0582, -0.2455, -0.1749]]}

***

2.
{"formula": "C24H39N3OS", "method": "wB97M-V/def2-TZVPD", "smiles": "Cc1ccc(C(=O)N(CCN2CCCCC2)C[C@H]2CCCN(C3CCCC3)C2)s1", "orbital_gap_ev": 8.8, "e_above_lowest_ev": 0.056, "homo_ev": -8.15, "species": ["C", "C", "C", "C", "C", "C", "O", "N", "C", "C", "N", "C", "C", "C", "C", "C", "C", "C", "C", "C", "C", "N", "C", "C", "C", "C", "C", "C", "S", "H", "H", "H", "H", "H", "H", "H", "H", "H", "H", "H", "H", "H", "H", "H", "H", "H", "H", "H", "H", "H", "H", "H", "H", "H", "H", "H", "H", "H", "H", "H", "H", "H", "H", "H", "H", "H", "H", "H"], "positions_angstrom": [[-2.3438, -0.1107, 6.4469], [-2.4598, 0.0401, 4.9725], [-3.2987, 0.8377, 4.2613], [-3.1377, 0.7148, 2.8630], [-2.1524, -0.1549, 2.5082], [-1.8231, -0.5729, 1.1191], [-2.6691, -1.1146, 0.4290], [-0.5812, -0.2984, 0.6590], [0.4494, 0.3456, 1.4366], [1.4323, -0.6718, 2.0399], [2.4813, -0.0011, 2.7817], [3.7059, -0.7798, 2.8515], [4.8262, 0.0589, 3.4589], [4.4366, 0.5167, 4.8591], [3.1087, 1.2601, 4.7792], [2.0551, 0.3775, 4.1185], [-0.2710, -0.7037, -0.7005], [-0.9116, 0.2123, -1.7515], [-0.4277, 1.6565, -1.6403], [-1.0529, 2.4834, -2.7586], [-0.7528, 1.8528, -4.1163], [-1.2758, 0.5037, -4.1421], [-1.4129, -0.0710, -5.4680], [-2.4448, -1.2206, -5.4788], [-1.8158, -2.3463, -6.3003], [-0.3171, -2.1805, -6.0651], [-0.1262, -0.6665, -6.0978], [-0.6008, -0.3126, -3.1556], [-1.4342, -0.8780, 3.9140], [-1.3388, 0.1446, 6.7826], [-2.5434, -1.1396, 6.7451], [-3.0571, 0.5427, 6.9435], [-4.0196, 1.4924, 4.7181], [-3.7208, 1.2579, 2.1412], [1.0096, 1.0306, 0.7965], [-0.0202, 0.9331, 2.2268], [1.8911, -1.2305, 1.2202], [0.8759, -1.3928, 2.6628], [3.9833, -1.0776, 1.8369], [3.5670, -1.6976, 3.4524], [4.9927, 0.9318, 2.8259], [5.7456, -0.5284, 3.4872], [5.2107, 1.1619, 5.2783], [4.3307, -0.3529, 5.5124], [3.2343, 2.1639, 4.1812], [2.7686, 1.5493, 5.7751], [1.1148, 0.9265, 4.0458], [1.8760, -0.5174, 4.7434], [0.8140, -0.7104, -0.8183], [-0.6530, -1.7190, -0.8459], [-1.9949, 0.1880, -1.6102], [-0.7011, 2.0765, -0.6705], [0.6623, 1.6848, -1.7334], [-2.1346, 2.5132, -2.6221], [-0.6717, 3.5061, -2.7355], [-1.2380, 2.4346, -4.9036], [0.3388, 1.8785, -4.2981], [-1.7765, 0.7437, -6.1017], [-3.3946, -0.8938, -5.8981], [-2.6352, -1.5482, -4.4582], [-2.1808, -3.3289, -6.0042], [-2.0359, -2.2044, -7.3599], [0.2830, -2.6906, -6.8183], [-0.0462, -2.5777, -5.0858], [0.7688, -0.3457, -5.5669], [-0.0384, -0.3301, -7.1318], [-0.9495, -1.3416, -3.2403], [0.4974, -0.3097, -3.2962]]}